Computed, not measured: C32H28Br2F6N9O8PS2V as an isolated structure, with ωB97M-V/def2-TZVPD.

As for the spin multiplicity: 2. The calculation puts the energy above the lowest of the compared OMol25 structures with the same formula, charge and spin at 14.2 kcal/mol. As for the HOMO energy (spin up / spin down): -13.66 / -13.66 eV. Its LUMO energy (spin up / spin down) is -7.6 / -7.0 eV. As for the net charge: +2. The value obtained for the frontier orbital gap (spin up / spin down) is 6.019 / 6.686 eV. As for the expectation value of S²: 0.773.

Atoms and positions in Å:
V  -0.86  -0.12  0.54
N  1.75  3.20  -0.91
N  1.32  4.25  -0.10
C  0.37  4.07  0.84
N  0.11  5.09  1.64
N  -0.22  2.85  0.86
N  -1.11  2.64  1.82
O  -1.60  1.48  1.84
O  -1.51  3.47  2.61
H  2.68  2.90  -0.62
H  1.79  3.54  -1.86
H  1.85  5.11  -0.07
H  0.62  5.96  1.56
H  -0.61  5.00  2.34
F  2.73  -2.98  4.63
C  1.59  -3.29  4.03
F  0.59  -2.67  4.65
F  1.40  -4.60  4.07
S  1.65  -2.76  2.24
O  0.28  -2.42  1.90
O  2.33  -3.79  1.54
N  2.53  -1.42  2.25
S  1.81  -0.09  2.49
O  0.81  0.24  1.41
O  1.28  0.23  3.78
C  3.16  1.10  2.09
F  3.60  0.88  0.85
F  2.65  2.33  2.15
F  4.13  0.98  2.95
N  -1.23  -1.83  -2.43
P  -0.52  -2.16  -0.95
C  1.21  -2.60  -1.23
C  1.51  -3.82  -1.83
C  2.82  -4.16  -2.08
C  3.84  -3.29  -1.74
C  3.55  -2.06  -1.16
C  2.23  -1.71  -0.92
C  -1.43  -3.65  -0.51
C  -0.81  -4.68  0.20
C  -1.52  -5.83  0.51
C  -2.85  -5.97  0.13
C  -3.47  -4.95  -0.58
C  -2.77  -3.80  -0.90
C  -0.81  -0.77  -3.23
C  -1.27  -0.61  -4.54
C  -0.76  0.43  -5.28
C  0.19  1.27  -4.71
C  0.55  1.04  -3.40
N  0.05  0.06  -2.65
H  -1.82  -2.53  -2.86
H  0.71  -4.51  -2.09
H  3.05  -5.11  -2.54
H  4.87  -3.56  -1.92
H  4.35  -1.37  -0.90
H  2.00  -0.73  -0.51
H  0.22  -4.60  0.49
H  -1.03  -6.63  1.06
H  -3.39  -6.87  0.37
H  -4.50  -5.06  -0.90
H  -3.28  -3.02  -1.45
H  -1.99  -1.30  -4.95
H  -1.08  0.57  -6.30
H  0.64  2.08  -5.27
H  1.30  1.67  -2.92
Br  -4.92  -3.22  4.77
C  -3.81  -2.33  3.57
C  -4.15  -2.27  2.22
C  -3.29  -1.62  1.36
N  -2.15  -1.05  1.78
C  -1.84  -1.08  3.09
C  -2.64  -1.72  4.01
H  -5.06  -2.71  1.85
H  -3.53  -1.52  0.31
H  -0.94  -0.59  3.41
H  -2.36  -1.74  5.05
Br  -5.56  4.61  -4.01
C  -4.03  3.87  -3.23
C  -2.82  4.55  -3.28
C  -1.68  4.01  -2.70
C  -1.74  2.78  -2.06
C  -2.96  2.10  -2.02
C  -4.11  2.64  -2.60
C  -3.10  0.79  -1.40
O  -3.99  0.01  -1.46
O  -1.96  0.39  -0.62
H  -2.77  5.51  -3.78
H  -0.75  4.54  -2.76
H  -0.86  2.35  -1.60
H  -5.04  2.09  -2.57